Record 1
Density functional theory data (the ωB97M-V functional and the def2-TZVPD basis) for a single C7H9NO molecule.

```
18
Properties=species:S:1:pos:R:3:forces:R:3:nbo_charge:R:1
C 2.057736 1.286676 0.840118 -2.996 0.722 -2.131 -0.293
C 2.903159 0.347480 1.126371 2.128 -1.436 0.644 -0.030
C -1.496326 0.011359 -1.133894 -2.562 1.106 -0.335 0.066
C 0.806030 0.858980 0.261620 1.811 8.726 1.962 -0.170
C 3.595038 -0.698210 1.416920 -0.646 -0.008 0.974 0.055
C 0.383595 -0.396609 0.150193 -3.035 -4.909 -1.091 -0.027
C -2.975950 -0.308568 -1.174498 1.463 1.926 -1.377 -0.657
N -0.810768 -0.694684 -0.329563 2.340 -1.613 0.621 -0.389
O 3.464511 -1.348920 2.633643 -0.594 0.548 0.000 -0.670
H 2.337127 2.329116 0.904864 -0.340 0.145 0.168 0.232
H -1.145009 0.943971 -1.538203 0.324 0.265 -0.493 0.157
H 0.038645 1.715710 0.234725 1.043 -1.497 -0.387 0.198
H 4.248635 -1.133291 0.720136 0.988 -0.747 -0.529 0.199
H 0.995835 -1.243989 0.265866 0.899 -0.791 0.729 0.198
H -3.485395 0.412758 -1.844945 -0.051 -0.653 0.534 0.210
H -3.091243 -1.313138 -1.458813 -0.450 -1.313 -0.596 0.224
H -3.247529 -0.220431 -0.163199 -1.116 0.230 1.279 0.221
H 2.697977 -0.879813 3.038626 0.795 -0.701 0.029 0.476
```
Positions in Å, forces in eV/Å.

## Properties
Total charge: 0
Maximum force, eV Å⁻¹: 9.13
HOMO level (alpha / beta), Ha: -0.209 / -0.332
Electronic energy, hartree: -401.8955
2S+1: 3
Relative energy (zero: lowest compared OMol25 entry of this formula, charge and spin), kcal per mole: 35.6


Record 2
Density functional theory data (the ωB97M-V functional and the def2-TZVPD basis) for a gas-phase ion, C4H10NS (charge -1).

```
16
Properties=species:S:1:pos:R:3:forces:R:3:nbo_charge:R:1
C 0.668844 -0.253710 -2.339758 -1.271 -0.948 0.702 -0.625
C 0.214708 -0.487950 -0.863616 0.698 1.047 -0.828 -0.231
N 0.712678 0.657384 -0.035488 -1.191 -1.358 1.289 -0.643
C -0.311052 0.981049 1.070705 -0.035 0.258 -2.130 -0.240
C -0.748434 -0.251829 1.872324 0.751 0.483 1.050 -0.565
S -1.362488 0.334079 3.483429 -0.379 -0.205 0.258 -0.716
H 1.405918 -1.012524 -2.599207 0.417 0.467 -0.253 0.190
H 0.966497 0.784832 -2.451458 0.303 -0.159 -0.172 0.222
H -0.211143 -0.460672 -2.961711 0.248 0.180 -0.270 0.188
H -0.869844 -0.504219 -0.819014 -0.124 -0.041 0.044 0.183
H 0.588515 -1.472708 -0.543493 -0.186 0.301 0.211 0.170
H 1.366487 0.192939 0.594227 0.642 0.362 -0.369 0.337
H 0.139764 1.856068 1.536885 0.261 -0.724 1.172 0.207
H -1.184563 1.515985 0.638753 0.092 -0.805 -0.219 0.178
H -1.455365 -0.907335 1.365575 -0.439 0.489 -0.352 0.181
H 0.079478 -0.971391 2.051849 0.212 0.653 -0.133 0.165
```
Positions in Å, forces in eV/Å.

## Properties
Total charge: -1
Maximum force, eV Å⁻¹: 2.22
HOMO level, Ha: -0.084
Electronic energy, hartree: -611.3361
Relative energy (zero: lowest compared OMol25 entry of this formula, charge and spin), kcal per mole: 18.6
SMILES: CCNCC[S-]


Record 3
Density functional theory data (the ωB97M-V functional and the def2-TZVPD basis) for a molecular structure, C52H33ClIrN4O8.

```
99
Properties=species:S:1:pos:R:3:forces:R:3:mulliken_charge:R:1
Ir 0.013896 -0.843191 0.014852 -0.096 -0.017 -0.056 -0.256
C -5.450578 -1.007947 -5.417681 0.000 0.006 -0.002 -0.301
C -4.970263 -2.191704 -4.875476 0.001 -0.004 0.004 -0.805
C -3.985911 -2.161069 -3.897152 -0.001 -0.010 -0.016 0.246
C -3.470410 -0.948504 -3.450747 -0.017 0.023 0.013 -0.510
C -3.958438 0.234224 -3.998200 0.008 -0.005 0.002 0.267
C -4.942325 0.206077 -4.976534 -0.003 -0.001 -0.002 -0.818
C -2.411240 -0.916502 -2.397048 0.004 -0.013 -0.047 1.100
C -2.829821 -0.876029 -1.072320 0.008 0.047 0.021 0.464
C -4.209208 -0.859471 -0.646632 -0.001 -0.048 -0.019 -1.796
C -4.203221 -0.816554 0.702374 -0.011 0.023 0.016 -1.684
C -2.823025 -0.792603 1.119761 0.030 -0.021 -0.023 0.301
N -2.021319 -0.832712 0.021226 0.049 -0.015 0.024 0.677
C -2.399459 -0.721042 2.438627 0.008 -0.018 -0.008 2.205
C -1.076901 -0.682794 2.852180 -0.009 -0.022 0.014 -0.167
C -0.655311 -0.597465 4.228822 0.027 0.029 -0.003 -1.532
C 0.694273 -0.598495 4.229339 -0.019 -0.022 -0.009 -1.639
C 1.113861 -0.687643 2.850774 -0.031 0.011 0.016 -0.145
C 2.435238 -0.753692 2.432288 0.008 0.000 -0.009 1.594
C 3.489739 -0.792811 3.487801 0.009 -0.019 0.010 -0.798
C 3.912081 -2.024283 3.980760 0.013 0.013 0.024 0.249
C 4.894785 -2.086822 4.958530 -0.005 -0.022 -0.003 -0.824
C 5.463177 -0.920579 5.452803 0.003 0.011 0.007 -0.355
C 5.043203 0.309790 4.967067 -0.001 -0.005 0.003 -0.749
C 4.060280 0.372332 3.988530 -0.006 0.000 -0.014 0.280
C 2.853846 -0.851011 1.111600 -0.012 0.006 -0.090 0.197
N 2.048251 -0.880604 0.013334 0.032 0.057 0.041 0.900
C 2.855267 -0.945736 -1.081843 -0.059 0.019 0.027 0.555
C 2.434098 -0.975778 -2.406368 0.015 -0.021 -0.029 0.651
C 3.490603 -1.027158 -3.461971 -0.008 0.039 0.000 -0.393
C 3.864944 -2.238749 -4.034684 -0.013 -0.007 0.008 0.264
C 4.847455 -2.282854 -5.013947 -0.003 0.001 -0.008 -0.791
C 5.466744 -1.113520 -5.432864 0.007 -0.006 0.000 -0.334
C 5.099285 0.099356 -4.867087 -0.003 0.008 -0.005 -0.848
C 4.116550 0.140709 -3.887984 0.014 -0.011 0.005 0.230
C 1.108638 -0.963895 -2.827238 -0.024 -0.025 0.001 0.342
C 0.682817 -0.985457 -4.205410 0.026 -0.004 0.000 -1.648
C -0.668125 -0.971830 -4.202380 -0.023 -0.001 -0.007 -1.751
C -1.087665 -0.937117 -2.823029 0.025 -0.021 0.023 0.178
N 0.012478 -0.936257 -2.020131 -0.023 0.045 0.023 0.734
C 4.233285 -0.972594 -0.657631 0.030 -0.022 -0.008 -1.701
C 4.232216 -0.920501 0.691641 -0.005 0.014 0.027 -1.810
N 0.017050 -0.731569 2.047742 0.003 0.010 -0.023 1.080
C -3.450977 -0.650594 3.493938 -0.005 0.019 0.012 -1.577
C -3.975246 0.584083 3.863465 -0.018 -0.009 0.006 0.300
C -4.951881 0.662449 4.846656 0.002 0.013 0.002 -0.802
C -5.409538 -0.491649 5.468212 -0.003 -0.010 -0.002 -0.377
C -4.887904 -1.725312 5.102416 -0.010 0.012 0.008 -0.781
C -3.911727 -1.804711 4.118695 0.021 -0.005 -0.012 0.215
H -6.218818 -1.031206 -6.180459 -0.001 0.000 -0.002 0.347
H -5.362798 -3.142592 -5.213817 0.000 0.000 0.000 0.363
H -3.607535 -3.081536 -3.469470 0.001 0.000 0.002 0.492
H -3.558869 1.178162 -3.647665 0.000 0.003 -0.001 0.489
H -5.313159 1.134104 -5.393787 0.000 -0.001 0.000 0.375
H -5.059507 -0.885412 -1.308498 0.000 0.000 -0.001 0.487
H -5.048385 -0.798563 1.370962 0.003 0.007 0.001 0.585
H -1.321855 -0.543530 5.073829 0.001 -0.003 0.003 0.596
H 1.361524 -0.552860 5.074423 0.000 0.000 0.001 0.569
H 3.456316 -2.925875 3.588523 0.002 0.000 0.000 0.563
H 5.216371 -3.049647 5.335847 0.001 0.000 0.002 0.394
H 6.230081 -0.970312 6.215815 0.001 -0.001 0.001 0.346
H 5.481212 1.223249 5.349991 -0.001 0.001 0.000 0.368
H 3.727138 1.328703 3.603934 0.000 0.003 0.000 0.465
H 3.378636 -3.147992 -3.702826 0.000 -0.001 0.003 0.458
H 5.130303 -3.233054 -5.449588 0.000 -0.001 0.000 0.373
H 6.233341 -1.147481 -6.196874 0.001 0.000 0.000 0.359
H 5.577752 1.016092 -5.188822 0.000 -0.001 -0.001 0.374
H 3.826182 1.083946 -3.441286 -0.002 0.003 0.001 0.490
H 1.345333 -1.009847 -5.055339 0.000 -0.001 0.000 0.509
H -1.334850 -0.986474 -5.049240 0.000 0.008 -0.001 0.514
H 5.081485 -1.030412 -1.320238 0.000 -0.006 0.002 0.490
H 5.078921 -0.929064 1.358538 0.001 0.011 -0.001 0.520
H -3.603416 1.474821 3.370724 0.001 0.002 0.001 0.569
H -5.354582 1.627321 5.129546 -0.001 -0.001 0.001 0.391
H -6.170541 -0.429788 6.236366 -0.002 -0.001 0.001 0.350
H -5.240937 -2.628456 5.584709 0.000 -0.001 0.000 0.387
H -3.493811 -2.760604 3.825802 0.002 -0.002 -0.001 0.547
O -1.292988 1.945608 1.335503 -0.003 -0.004 -0.016 -0.654
C -0.511138 2.078605 0.407121 -0.030 -0.002 0.029 0.551
O 0.127734 1.156452 -0.232218 0.113 0.033 -0.012 -0.521
C -0.193818 3.462353 -0.120723 0.000 0.000 0.013 -0.077
C 0.630631 3.644756 -1.222153 -0.002 -0.003 0.001 -0.671
C 0.926167 4.921613 -1.708386 0.008 0.011 -0.003 -1.112
C 0.365951 5.980828 -1.040090 -0.004 -0.001 0.004 0.981
O 0.498555 7.323027 -1.310193 -0.002 -0.011 -0.003 -0.524
C -0.276029 7.998977 -0.323094 0.000 0.013 0.002 -0.247
O -0.875064 7.029068 0.524907 -0.001 -0.010 -0.002 -0.516
C -0.454634 5.801224 0.056760 -0.015 0.000 -0.010 0.961
C -0.760443 4.558751 0.541983 0.016 0.001 0.010 -0.979
H 1.044386 2.768178 -1.700696 0.001 0.001 -0.001 0.617
H 1.565676 5.072348 -2.567166 0.001 0.001 -0.002 0.421
H -1.057182 8.583799 -0.816529 0.004 0.000 0.004 0.242
H 0.378587 8.645710 0.267965 -0.003 -0.001 -0.002 0.242
H -1.401948 4.395975 1.396373 -0.001 0.000 0.000 0.551
O -1.121884 -3.610432 1.893061 -0.023 -0.001 -0.021 -0.605
Cl 0.022871 -3.868857 1.076940 0.065 -0.070 0.089 1.796
O -0.012182 -5.178973 0.516211 -0.022 -0.055 -0.017 -0.758
O 1.235594 -3.641114 1.801713 0.005 0.032 0.004 -0.595
O -0.007899 -2.939809 -0.107424 -0.046 0.029 -0.015 -0.709
```
Positions in Å, forces in eV/Å.

## Properties
Total charge: -1
Maximum force, eV Å⁻¹: 0.13
HOMO level, Ha: -0.167
Electronic energy, hartree: -3386.8329


Record 4
Density functional theory data (the ωB97M-V functional and the def2-TZVPD basis) for a molecular structure, C9H21ClIO2P2Ti.

```
37
Properties=species:S:1:pos:R:3:forces:R:3:nbo_charge:R:1
C -0.004800 -0.114815 -4.089436 0.306 -0.942 -0.883 -0.778
C 0.007190 0.123542 -2.644701 -0.080 2.565 2.049 0.715
H 0.016775 0.833397 -4.654668 -0.066 -0.221 0.572 0.313
H -0.913875 -0.696801 -4.382770 0.673 0.272 0.317 0.317
H 0.900673 -0.714947 -4.395746 -0.885 0.370 0.425 0.318
O 0.012196 1.207332 -2.028402 0.027 -3.870 -1.810 -0.554
I 0.015709 2.608974 1.865559 -0.004 -0.414 -0.942 0.010
Ti 0.003256 0.694623 0.025756 -0.002 2.144 0.203 0.642
P 2.426047 0.104382 0.497620 1.152 -0.230 0.496 0.958
C 3.254660 1.157494 1.740544 -0.194 0.218 -0.161 -0.925
C 2.816318 -1.533088 1.164457 -0.096 -0.492 0.139 -0.946
H 3.912985 -1.622822 1.249995 -0.446 0.015 -0.049 0.274
H 4.503299 -0.103606 -0.666604 -0.240 0.085 -0.231 0.276
H 2.438705 -2.340679 0.524161 0.130 0.139 0.145 0.253
H 3.101102 -0.484139 -1.736633 0.286 0.212 0.170 0.241
H 2.784720 1.033099 2.727565 0.129 0.045 -0.353 0.264
H 2.377098 -1.639944 2.167107 0.213 -0.036 -0.303 0.260
C 3.489609 0.198644 -0.964967 -0.099 -0.032 -0.173 -0.939
H 4.316184 0.874840 1.800942 -0.315 0.079 -0.064 0.266
H 3.502902 1.223979 -1.340684 0.087 -0.103 -0.090 0.261
H 3.149757 2.199889 1.420768 0.193 -0.143 0.240 0.262
P -2.430605 0.151510 0.505661 -0.969 -0.739 0.384 0.962
C -3.235646 1.200799 1.742180 0.138 0.411 -0.176 -0.933
C -3.487991 0.243798 -0.958889 0.037 0.094 -0.160 -0.941
H -2.470482 -2.310244 0.528718 -0.175 0.244 0.223 0.253
H -3.939926 -1.565100 1.258898 0.540 -0.016 -0.047 0.272
H -2.395775 -1.603187 2.179039 -0.290 -0.045 -0.439 0.258
C -2.838975 -1.496419 1.172970 0.166 -0.318 0.136 -0.939
H -3.111611 -0.445034 -1.728961 -0.244 0.186 0.165 0.242
H -4.505534 -0.041697 -0.658600 0.224 0.074 -0.234 0.276
H -4.294709 0.939852 1.805592 0.071 0.004 -0.052 0.267
H -3.118228 2.238524 1.423888 -0.185 -0.006 0.204 0.263
H -3.487955 1.269054 -1.337340 -0.103 -0.123 -0.103 0.261
H -2.772453 1.077945 2.723932 -0.003 -0.008 -0.136 0.266
Cl -0.015421 -1.455296 -1.427070 0.026 1.600 -1.541 -0.005
O -0.003837 -0.801545 2.803755 0.014 1.378 -5.650 -0.439
C -0.001360 -0.412303 1.686347 -0.015 -2.395 7.725 0.453
```
Positions in Å, forces in eV/Å.

## Properties
Total charge: +2
Maximum force, eV Å⁻¹: 8.09
HOMO level (alpha / beta), Ha: -0.568 / -0.586
Electronic energy, hartree: -2795.5509
2S+1: 2
Relative energy (zero: lowest compared OMol25 entry of this formula, charge and spin), kcal per mole: 0.0